{
  "formula": "C4H9NO",
  "method": "ωB97M-V/def2-TZVPD",
  "smiles": "C/N=C(\\C)OC",
  "species": ["C", "O", "C", "N", "C", "C", "H", "H", "H", "H", "H", "H", "H", "H", "H"],
  "positions_angstrom": [[1.756, -1.514, -0.477], [0.354, -1.490, -0.257], [-0.217, -0.282, -0.048], [0.446, 0.785, -0.205], [-0.160, 2.071, 0.082], [-1.633, -0.504, 0.411], [1.997, -1.285, -1.520], [2.071, -2.530, -0.232], [2.255, -0.785, 0.166], [-1.122, 2.228, -0.423], [-0.318, 2.212, 1.161], [0.520, 2.861, -0.250], [-2.128, 0.416, 0.722], [-2.218, -0.982, -0.382], [-1.604, -1.202, 1.252]]
}

=====

{
  "formula": "C4H9NO",
  "method": "ωB97M-V/def2-TZVPD",
  "species": ["C", "N", "C", "C", "O", "C", "H", "H", "H", "H", "H", "H", "H", "H", "H"],
  "positions_angstrom": [[0.678, -0.527, -1.182], [0.126, 0.421, -0.242], [-0.434, 1.622, -0.809], [-0.209, 0.096, 1.062], [-0.596, 0.875, 1.930], [0.112, -1.239, 1.607], [1.416, -0.038, -1.832], [1.195, -1.336, -0.663], [-0.081, -0.982, -1.840], [-1.227, 1.390, -1.538], [0.354, 2.184, -1.323], [-0.839, 2.224, 0.006], [0.291, -1.266, 2.707], [0.355, -2.222, 1.247], [-1.140, -1.203, 0.869]]
}

=====

{
  "formula": "C4H9NO",
  "method": "ωB97M-V/def2-TZVPD",
  "species": ["C", "N", "C", "C", "O", "C", "H", "H", "H", "H", "H", "H", "H", "H", "H"],
  "positions_angstrom": [[-2.005, -0.084, -0.075], [-0.608, -0.033, -0.316], [0.388, -1.016, 0.125], [1.339, 0.041, -0.444], [2.707, 0.104, -0.171], [0.306, 1.050, 0.066], [-2.258, -0.076, 0.991], [-2.463, 0.777, -0.575], [-2.396, -0.995, -0.544], [0.367, -2.009, -0.337], [0.429, -1.094, 1.227], [0.833, -0.008, -1.456], [2.811, 0.140, 0.796], [0.340, 1.193, 1.162], [0.208, 2.010, -0.451]]
}

=====

{
  "formula": "C4H9NO",
  "method": "ωB97M-V/def2-TZVPD",
  "smiles": "C[C@H]1N[C@H]1CO",
  "species": ["C", "C", "N", "C", "C", "O", "H", "H", "H", "H", "H", "H", "H", "H", "H"],
  "positions_angstrom": [[1.831, -0.048, -0.955], [0.331, -0.462, -0.971], [0.017, -1.214, 0.166], [-1.037, -0.311, 0.046], [-1.073, 1.012, 0.754], [-1.726, 1.044, 2.009], [2.071, 0.794, -0.302], [2.406, -0.901, -0.547], [2.262, 0.159, -1.944], [-0.079, -0.601, -1.971], [0.004, -2.206, 0.285], [-2.057, -0.750, -0.079], [-1.638, 1.712, 0.126], [-0.037, 1.363, 0.805], [-1.275, 0.408, 2.578]]
}

=====

{
  "formula": "C4H9NO",
  "method": "ωB97M-V/def2-TZVPD",
  "smiles": "CN[C@@H](C)C=O",
  "species": ["C", "N", "C", "C", "C", "O", "H", "H", "H", "H", "H", "H", "H", "H", "H"],
  "positions_angstrom": [[0.496, 0.376, -1.668], [-0.659, 0.765, -0.837], [-0.301, -1.317, 0.713], [-0.623, 0.248, 0.556], [0.431, 0.965, 1.294], [0.478, 0.967, 2.481], [1.290, -0.303, -1.004], [0.217, -0.227, -2.462], [0.970, 1.435, -1.935], [-1.578, 0.471, -1.270], [-0.186, -1.428, 1.754], [-1.097, -1.880, 0.270], [0.668, -1.608, 0.166], [-1.637, 0.339, 1.052], [1.533, 1.196, 0.890]]
}

=====

{
  "formula": "C4H9NO",
  "method": "ωB97M-V/def2-TZVPD",
  "smiles": "CN(C)CC=O",
  "species": ["C", "N", "C", "C", "C", "O", "H", "H", "H", "H", "H", "H", "H", "H", "H"],
  "positions_angstrom": [[0.521, -1.692, -0.237], [0.204, -0.363, 0.304], [1.299, 0.556, 0.132], [-1.018, 0.187, -0.250], [-1.508, 1.346, 0.579], [-2.066, 2.306, 0.113], [0.456, -1.749, -1.329], [-0.175, -2.369, 0.254], [1.537, -1.895, 0.094], [2.114, 0.326, 0.831], [1.797, 0.612, -0.852], [1.037, 1.594, 0.366], [-0.858, 0.541, -1.283], [-1.795, -0.567, -0.392], [-1.544, 1.168, 1.671]]
}

=====

{
  "formula": "C4H9NO",
  "method": "ωB97M-V/def2-TZVPD",
  "smiles": "CC(C)NC=O",
  "species": ["C", "C", "C", "N", "C", "O", "H", "H", "H", "H", "H", "H", "H", "H", "H"],
  "positions_angstrom": [[1.530, 0.414, -0.644], [0.268, 0.244, 0.191], [-0.769, 1.327, -0.113], [-0.300, -1.080, -0.047], [-0.995, -1.761, 0.896], [-1.102, -1.416, 2.054], [1.986, 1.391, -0.457], [1.293, 0.357, -1.715], [2.268, -0.361, -0.409], [0.522, 0.287, 1.256], [-1.675, 1.166, 0.479], [-1.042, 1.307, -1.175], [-0.375, 2.323, 0.123], [-0.122, -1.533, -0.931], [-1.486, -2.667, 0.492]]
}

=====

{
  "formula": "C4H9NO",
  "method": "ωB97M-V/def2-TZVPD",
  "species": ["C", "C", "N", "C", "C", "O", "H", "H", "H", "H", "H", "H", "H", "H", "H"],
  "positions_angstrom": [[-2.077, 0.321, 0.379], [-1.016, 0.102, -0.672], [-0.052, 1.210, -0.828], [0.407, -0.102, -0.375], [1.100, -0.290, 0.859], [2.480, -1.133, 0.091], [-2.510, -0.626, 0.721], [-1.649, 0.844, 1.241], [-2.890, 0.939, -0.022], [-1.391, -0.353, -1.592], [0.174, 1.325, -1.814], [1.709, -0.950, -0.706], [0.809, -1.097, 1.529], [1.625, 0.534, 1.343], [3.181, -0.472, -0.057]]
}

=====

{
  "formula": "C4H9NO",
  "method": "ωB97M-V/def2-TZVPD",
  "smiles": "CCO/C=N\\C",
  "species": ["C", "C", "O", "C", "N", "C", "H", "H", "H", "H", "H", "H", "H", "H", "H"],
  "positions_angstrom": [[-2.335, -0.513, -0.053], [-0.832, -0.296, -0.018], [-0.564, 1.124, 0.165], [0.691, 1.501, 0.547], [1.794, 0.880, 0.562], [2.144, -0.272, -0.194], [-2.793, -0.198, 0.887], [-2.792, 0.052, -0.869], [-2.561, -1.576, -0.207], [-0.385, -0.865, 0.805], [-0.383, -0.644, -0.955], [1.224, 2.453, 0.537], [1.798, -0.162, -1.231], [1.760, -1.196, 0.227], [3.233, -0.289, -0.204]]
}

=====

{
  "formula": "C4H9NO",
  "method": "ωB97M-V/def2-TZVPD",
  "smiles": "CC(C)NC=O",
  "species": ["C", "C", "C", "N", "C", "O", "H", "H", "H", "H", "H", "H", "H", "H", "H"],
  "positions_angstrom": [[1.205, 1.001, 0.632], [-0.098, 0.324, 0.230], [-0.735, 0.965, -1.003], [0.215, -1.065, -0.141], [-0.712, -2.076, 0.166], [-1.371, -2.104, 1.175], [1.072, 2.073, 0.800], [1.951, 0.867, -0.161], [1.599, 0.557, 1.554], [-0.805, 0.378, 1.072], [-1.617, 0.395, -1.320], [-0.021, 0.956, -1.835], [-1.046, 1.996, -0.810], [1.099, -1.387, 0.234], [-0.735, -2.882, -0.595]]
}

=====

{
  "formula": "C4H9NO",
  "method": "ωB97M-V/def2-TZVPD",
  "smiles": "C[C@@H](O)[C@H]1CN1",
  "species": ["C", "C", "O", "C", "C", "N", "H", "H", "H", "H", "H", "H", "H", "H", "H"],
  "positions_angstrom": [[0.632, -0.790, -1.431], [-0.205, -0.852, -0.174], [0.623, -1.432, 0.820], [-0.666, 0.558, 0.153], [-0.577, 1.109, 1.512], [0.363, 1.544, 0.474], [1.201, -1.738, -1.515], [0.024, -0.590, -2.317], [1.353, 0.021, -1.278], [-1.117, -1.463, -0.291], [1.231, -1.983, 0.300], [-1.485, 0.891, -0.489], [-0.124, 0.471, 2.263], [-1.350, 1.793, 1.851], [0.097, 2.461, 0.123]]
}

=====

{
  "formula": "C4H9NO",
  "method": "ωB97M-V/def2-TZVPD",
  "smiles": "C[C@@H](O)[C@H]1CN1",
  "species": ["C", "C", "O", "C", "C", "N", "H", "H", "H", "H", "H", "H", "H", "H", "H"],
  "positions_angstrom": [[1.126, -0.809, 1.331], [-0.166, -0.722, 0.524], [-1.190, -0.076, 1.248], [0.068, 0.027, -0.769], [-1.059, 0.700, -1.480], [-0.134, 1.470, -0.689], [0.935, -1.285, 2.296], [1.895, -1.387, 0.803], [1.520, 0.198, 1.513], [-0.535, -1.735, 0.305], [-1.010, 0.874, 1.130], [0.938, -0.297, -1.354], [-2.067, 0.599, -1.095], [-0.862, 0.460, -2.522], [0.540, 1.984, -1.241]]
}

=====

{
  "formula": "C4H9NO",
  "method": "ωB97M-V/def2-TZVPD",
  "smiles": "CNCCC=O",
  "species": ["C", "N", "C", "C", "C", "O", "H", "H", "H", "H", "H", "H", "H", "H", "H"],
  "positions_angstrom": [[1.284, 1.880, 0.754], [0.408, 0.762, 0.953], [0.080, 0.041, -0.292], [-0.641, -1.296, 0.012], [-1.226, -2.034, -1.169], [-0.732, -2.107, -2.258], [2.316, 1.539, 0.584], [1.249, 2.658, 1.527], [1.149, 2.500, -0.180], [-0.507, 1.078, 1.267], [0.978, -0.284, -0.805], [-0.553, 0.610, -0.956], [-0.110, -1.856, 0.816], [-1.403, -1.147, 0.811], [-2.291, -2.344, -1.063]]
}

=====

{
  "formula": "C4H9NO",
  "method": "ωB97M-V/def2-TZVPD",
  "smiles": "C[C@]1(CO)CN1",
  "species": ["C", "C", "C", "C", "H", "H", "H", "H", "H", "H", "H", "H", "H", "N", "O"],
  "positions_angstrom": [[-0.284, 1.664, -0.208], [-0.322, 0.141, -0.103], [0.974, -0.575, -0.343], [-1.415, -0.850, -0.434], [-1.403, 1.734, -0.472], [-0.039, 2.189, 0.698], [0.315, 1.933, -1.095], [1.150, -0.773, -1.405], [0.690, -1.562, 0.145], [2.076, -0.230, 1.183], [-0.920, -1.803, -0.621], [-2.103, -0.594, -1.226], [-1.903, 0.432, 1.065], [-1.285, -0.387, 0.931], [2.177, -0.112, 0.218]]
}

=====

{
  "formula": "C4H9NO",
  "method": "ωB97M-V/def2-TZVPD",
  "species": ["C", "C", "C", "C", "H", "H", "H", "H", "H", "H", "H", "H", "H", "N", "O"],
  "positions_angstrom": [[-0.590, 1.020, 1.452], [0.168, 0.746, -0.821], [0.577, -0.748, -1.103], [0.153, -0.906, 0.393], [0.452, 1.481, 1.538], [-0.923, 0.681, 2.421], [-0.914, 1.999, 1.315], [0.733, 1.411, -0.526], [-0.660, 0.856, -1.501], [1.660, -0.900, -1.348], [-0.394, -2.321, -2.070], [1.078, -0.374, 1.092], [-0.415, -1.805, 0.864], [-0.664, 0.193, 0.320], [-0.262, -1.331, -2.026]]
}

=====

{
  "formula": "C4H9NO",
  "method": "ωB97M-V/def2-TZVPD",
  "species": ["C", "N", "C", "C", "C", "O", "H", "H", "H", "H", "H", "H", "H", "H", "H"],
  "positions_angstrom": [[0.560, 0.598, 1.375], [0.321, -0.343, 0.291], [1.558, -0.762, -0.339], [-0.674, 0.097, -0.627], [-2.032, -0.274, -0.494], [-2.777, 0.631, -1.005], [1.044, 1.532, 1.035], [1.203, 0.127, 2.128], [-0.387, 0.862, 1.853], [2.223, -1.197, 0.416], [1.350, -1.528, -1.092], [2.097, 0.072, -0.829], [-0.381, 0.125, -1.683], [-1.628, 1.209, -1.014], [-2.479, -1.148, -0.013]]
}

=====

{
  "formula": "C4H9NO",
  "method": "ωB97M-V/def2-TZVPD",
  "smiles": "CC(=O)N(C)C",
  "species": ["C", "C", "N", "C", "C", "O", "H", "H", "H", "H", "H", "H", "H", "H", "H"],
  "positions_angstrom": [[0.291, -2.032, -0.386], [-0.332, -0.767, 0.146], [0.521, 0.396, 0.326], [-0.299, 1.258, 1.326], [0.465, 1.142, -0.947], [-1.519, -0.771, 0.338], [-0.466, -2.729, -0.767], [0.953, -2.107, -1.242], [0.792, -2.531, 0.458], [-1.301, 1.425, 0.980], [0.176, 2.180, 1.672], [-0.340, 0.555, 2.157], [-0.322, 0.765, -1.626], [0.035, 2.153, -0.887], [1.344, 1.063, -1.548]]
}

=====

{
  "formula": "C4H9NO",
  "method": "ωB97M-V/def2-TZVPD",
  "smiles": "C/C=C(\\N)OC",
  "species": ["C", "C", "C", "C", "O", "N", "H", "H", "H", "H", "H", "H", "H", "H", "H"],
  "positions_angstrom": [[-1.821, 1.086, 0.168], [-0.549, 0.482, -0.365], [2.137, -0.280, -0.921], [0.065, -0.565, 0.215], [1.295, -1.056, -0.094], [-0.479, -1.359, 1.212], [-1.816, 1.131, 1.267], [-2.731, 0.549, -0.135], [-1.925, 2.118, -0.184], [-0.131, 0.901, -1.273], [2.053, -0.596, -1.968], [1.904, 0.786, -0.843], [3.160, -0.448, -0.576], [-1.349, -1.041, 1.607], [0.185, -1.708, 1.889]]
}

=====

{
  "formula": "C4H9NO",
  "method": "ωB97M-V/def2-TZVPD",
  "species": ["C", "O", "C", "N", "C", "C", "H", "H", "H", "H", "H", "H", "H", "H", "H"],
  "positions_angstrom": [[-1.992, 0.800, -0.429], [-0.887, 0.942, 1.204], [0.075, 0.281, 0.700], [-0.122, -0.087, -0.525], [0.752, -0.874, -1.356], [1.283, -0.022, 1.543], [-1.860, 0.876, -1.505], [-2.391, 1.721, -0.013], [-2.548, -0.081, -0.132], [1.815, -0.666, -1.168], [0.590, -1.953, -1.227], [0.557, -0.635, -2.407], [2.152, -0.302, 0.941], [1.528, 0.849, 2.155], [1.049, -0.850, 2.220]]
}

=====

{
  "formula": "C4H9NO",
  "method": "ωB97M-V/def2-TZVPD",
  "smiles": "C=CN.CC=O",
  "species": ["C", "C", "N", "H", "H", "H", "H", "H", "O", "C", "C", "H", "H", "H", "H"],
  "positions_angstrom": [[-2.219, 1.482, 1.099], [-2.039, 0.169, 1.226], [-0.869, -0.654, 1.035], [-1.344, 2.130, 1.046], [-3.194, 1.956, 1.119], [-2.818, -0.502, 1.617], [-0.169, -0.505, 1.782], [-0.269, -0.310, 0.263], [1.853, -1.953, -0.137], [1.842, -1.363, -1.185], [1.903, 0.125, -1.358], [1.812, -1.818, -2.178], [2.405, 0.310, -2.307], [2.215, 0.528, -0.386], [0.893, 0.406, -1.635]]
}

=====

So what do the calculations give for E_tot? Going down the list: -287.782296, -287.702062, -287.713031, -287.699885, -287.721435, -287.761357, -287.818774, -287.634465, -287.716310, -287.791125, -287.751929, -287.756211, -287.749832, -287.715323, -287.643810, -287.663954, -287.755148, -287.773477, -287.694344, -287.730989 a.u..
So what do the calculations give for ΔE to the lowest compared entry with this formula, charge and spin? Going down the list: 31.5, 81.8, 74.9, 83.2, 69.7, 44.6, 8.6, 124.2, 72.9, 25.9, 50.5, 47.8, 51.8, 73.5, 118.4, 105.7, 48.5, 37.0, 86.7, 63.7 kcal/mol.